DFT (the ωB97M-V functional and the def2-TZVPD basis) results for a structure of composition C5H3Cl2MnNO3Rh.

CARTESIAN COORDINATES (ANGSTROEM)
Mn -0.87 -0.94 -3.74
Rh -0.16 0.84 0.89
Cl -2.20 -2.17 -2.54
Cl 0.79 2.30 -0.79
C 0.77 2.03 1.86
C -0.26 -2.47 -4.71
C -0.29 0.25 -5.06
O 1.48 2.91 2.21
O 0.17 -3.55 -4.93
O 0.19 0.98 -5.86
C -2.26 -2.12 3.52
C -1.58 -1.15 2.60
N -1.10 -0.31 1.95
H -3.28 -1.81 3.75
H -1.64 -2.17 4.43
H -2.22 -3.09 3.01

<S²>   20.04
Frontier orbital gap (spin up / spin down)   0.33211 / 0.17009 hartree
Spin multiplicity   9
HOMO (spin up / spin down)   -26.1 / -25.6 eV
Total charge   +4

Results of the Löwdin charge analysis, in e, for atoms 1 through 8:
1 Mn 0.713
2 Rh 1.017
3 Cl 0.668
4 Cl 0.491
5 C -0.240
6 C -0.010
7 C 0.019
8 O 0.260

DFT (the ωB97M-V functional and the def2-TZVPD basis) results for a structure of composition C7H10N2O.

CARTESIAN COORDINATES (ANGSTROEM)
C 2.03 -0.47 -3.33
C 1.19 0.17 -2.73
C 0.19 0.93 -2.00
C -1.04 0.12 -1.52
N -0.43 0.01 -0.19
C -1.28 0.09 0.97
C -0.48 -0.08 2.24
N 0.22 -1.19 2.43
C 0.48 1.12 -0.49
H 2.82 -1.00 -3.83
H -0.05 1.86 -2.54
H -1.95 0.74 -1.53
H -1.24 -0.84 -2.02
H -1.83 1.05 1.05
H -2.02 -0.72 0.91
H 1.52 0.98 -0.15
H 0.11 2.10 -0.13
O -1.10 0.11 3.36
H 0.78 -1.44 1.63
H -0.29 -1.10 3.68

Frontier orbital gap   0.35928 hartree
ΔE to the lowest compared entry with this formula, charge and spin   137.06 kcal/mol
HOMO   -9.3 eV

Results of the Löwdin charge analysis, in e, for atoms 1 through 8:
1 C 0.118
2 C -0.110
3 C -0.268
4 C -0.124
5 N -0.159
6 C -0.134
7 C -0.501
8 N 0.086

DFT (the ωB97M-V functional and the def2-TZVPD basis) results for a structure of composition C21H19F2N5ORuS2.

CARTESIAN COORDINATES (ANGSTROEM)
Ru -0.28 -0.13 -0.34
O 3.61 1.11 1.10
C 2.67 0.58 0.54
N 1.37 0.74 0.88
C 1.10 1.68 1.92
C -0.33 1.66 2.34
C -0.75 2.25 3.54
C -2.09 2.21 3.87
C -2.99 1.60 3.00
C -2.49 1.03 1.84
N -1.20 1.05 1.54
C 2.85 -0.34 -0.64
C 4.11 -0.47 -1.22
C 4.27 -1.32 -2.30
C 3.16 -2.03 -2.75
C 1.95 -1.86 -2.10
N 1.79 -1.01 -1.09
H 1.34 2.70 1.57
H 1.77 1.49 2.78
H -0.02 2.71 4.19
H -2.43 2.65 4.80
H -4.04 1.56 3.23
H -3.15 0.54 1.13
H 4.93 0.08 -0.79
H 5.22 -1.43 -2.78
H 3.24 -2.73 -3.57
H 1.08 -2.45 -2.39
C -0.18 -1.43 3.21
C -0.99 -2.22 2.26
N -1.12 -1.98 0.99
C -1.86 -2.94 0.35
C -2.34 -3.92 1.18
S -1.82 -3.65 2.79
C -2.02 -2.85 -1.08
C -2.62 -3.75 -1.91
S -2.61 -3.18 -3.53
C -1.77 -1.76 -2.99
N -1.54 -1.74 -1.72
C -1.39 -0.65 -3.89
H 0.58 -0.87 2.66
H 0.31 -2.09 3.93
H -0.80 -0.73 3.77
H -2.96 -4.76 0.92
H -3.05 -4.70 -1.66
H -1.18 -1.01 -4.89
H -0.52 -0.14 -3.48
H -2.22 0.05 -3.95
F -2.33 1.57 -1.35
C -0.97 1.73 -1.42
F -0.68 2.81 -0.63
H -0.73 2.03 -2.46

<S²>   0.77
Frontier orbital gap (spin up / spin down)   0.29069 / 0.27894 hartree
ΔE to the lowest compared entry with this formula, charge and spin   51.95 kcal/mol
Spin multiplicity   2
HOMO (spin up / spin down)   -11.4 / -11.5 eV
Total charge   +1

Results of the Löwdin charge analysis, in e, for atoms 1 through 8:
1 Ru 1.250
2 O 0.074
3 C -0.502
4 N -0.056
5 C -0.175
6 C -0.276
7 C 0.001
8 C -0.036

DFT (the ωB97M-V functional and the def2-TZVPD basis) results for an isolated molecule of C4H8S.

CARTESIAN COORDINATES (ANGSTROEM)
S -0.59 -0.62 -1.58
C 0.96 0.09 -0.50
C 0.48 -0.19 0.80
C -0.69 0.71 1.05
C 0.40 0.89 2.11
H 0.06 -1.91 -1.59
H 1.69 -0.62 -1.08
H 1.04 1.26 -0.70
H 0.46 -1.26 1.10
H -0.98 1.38 0.27
H -1.24 -0.03 1.32
H 1.32 1.69 2.05
H 0.11 0.35 3.16

SMILES   SCC1CC1
Frontier orbital gap   0.34734 hartree
ΔE to the lowest compared entry with this formula, charge and spin   84.21 kcal/mol
HOMO   -8.6 eV

Results of the Löwdin charge analysis, in e, for atoms 1 through 8:
1 S 0.571
2 C -0.433
3 C -0.467
4 C -0.243
5 C -0.049
6 H -0.103
7 H 0.076
8 H 0.130

DFT (the ωB97M-V functional and the def2-TZVPD basis) results for an isolated molecule of C3H3BrF2.

CARTESIAN COORDINATES (ANGSTROEM)
C 0.26 0.57 0.27
C -0.71 -0.26 -0.11
C -2.39 0.54 -0.37
F -2.29 1.73 0.22
F -2.44 0.69 -1.68
Br -3.87 -0.47 0.36
H 1.25 0.17 0.40
H 0.18 1.66 0.54
H -0.41 -1.35 -0.21

SMILES   C=CC(F)(F)Br
Frontier orbital gap   0.41114 hartree
ΔE to the lowest compared entry with this formula, charge and spin   33.32 kcal/mol
HOMO   -10.5 eV

Results of the Löwdin charge analysis, in e, for atoms 1 through 8:
1 C -0.052
2 C -0.058
3 C -0.919
4 F 0.020
5 F 0.041
6 Br 0.744
7 H 0.042
8 H 0.083

DFT (the ωB97M-V functional and the def2-TZVPD basis) results for a structure of composition C12H20AsCl3FeS4Sb2Si.

CARTESIAN COORDINATES (ANGSTROEM)
Fe -0.13 -0.02 -0.40
C -0.85 -0.29 4.61
Sb 0.04 -0.14 2.61
C 0.72 -2.20 2.70
C 1.90 0.77 3.47
C 2.99 -0.21 3.65
C 3.08 -0.93 4.84
C 4.01 -1.94 5.02
C 4.90 -2.24 3.99
C 4.86 -1.50 2.82
C 3.93 -0.48 2.62
C 3.94 0.30 1.36
Sb 2.30 -0.10 -0.07
C 3.37 1.12 -1.51
C 3.12 -1.99 -0.73
H -0.19 -0.83 5.28
H -1.82 -0.79 4.55
H -1.01 0.73 4.99
H 1.25 -2.40 3.63
H 1.37 -2.42 1.86
H -0.16 -2.84 2.63
H 1.57 1.18 4.43
H 2.16 1.60 2.81
H 2.37 -0.71 5.63
H 4.04 -2.50 5.95
H 5.63 -3.03 4.11
H 5.56 -1.71 2.02
H 4.86 0.13 0.80
H 3.85 1.38 1.55
H 4.44 0.92 -1.43
H 3.17 2.17 -1.28
H 3.01 0.90 -2.51
H 4.15 -1.84 -1.08
H 2.48 -2.38 -1.52
H 3.12 -2.70 0.10
S 0.12 -3.47 -2.25
As -0.99 -1.68 -2.08
S 0.39 0.04 -2.56
S -1.74 -1.48 0.03
S -2.58 -1.67 -3.45
Cl -0.21 3.87 -0.93
Si -1.11 2.06 -0.26
Cl -2.99 2.27 -1.16
Cl -1.68 2.75 1.76

<S²>   6.05
Frontier orbital gap (spin up / spin down)   0.21387 / 0.21343 hartree
ΔE to the lowest compared entry with this formula, charge and spin   44.85 kcal/mol
Spin multiplicity   5
HOMO (spin up / spin down)   -1.4 / -1.4 eV
Total charge   -2

Results of the Löwdin charge analysis, in e, for atoms 1 through 8:
1 Fe -0.770
2 C -0.329
3 Sb 1.243
4 C -0.315
5 C -0.304
6 C -0.309
7 C -0.085
8 C -0.117

Number 1: M 353.83 g mol⁻¹. Number 2: M 138.17 g mol⁻¹. Number 3: M 560.62 g mol⁻¹. Number 4: M 88.18 g mol⁻¹. Number 5: M 156.96 g mol⁻¹. Number 6: M 801.29 g mol⁻¹.